(1)
Computed, not measured: a molecular structure, C2H3FNP in a non-equilibrium geometry, with the ωB97M-V functional and the def2-TZVPD basis.

ΔE to the lowest compared entry with this formula, charge and spin ... 439.23 kJ/mol
Frontier orbital gap (alpha / beta) ... 9.354 / 8.344 eV

```
8
C2H3FNP the ωB97M-V functional and the def2-TZVPD basis
C -0.51 -0.13 -0.02
C 0.35 0.68 0.79
N -0.59 -0.98 -1.80
F -0.72 -1.36 2.24
P -1.26 0.04 1.59
H 1.33 0.30 1.05
H 0.35 1.75 0.63
H -1.45 -1.51 -1.66
```


(2)
Computed, not measured: C15H14F2N2O3S in the gas phase in a non-equilibrium geometry, with the ωB97M-V functional and the def2-TZVPD basis.

ΔE to the lowest compared entry with this formula, charge and spin ... 1378.37 kJ/mol
SMILES ... O=C(c1cc(COc2ccc(F)cc2F)on1)N1CCSCC1
Frontier orbital gap ... 8.361 eV

```
37
C15H14F2N2O3S the ωB97M-V functional and the def2-TZVPD basis
O 0.06 -0.90 -2.91
C -0.24 -1.58 -2.01
C -0.42 -1.09 -0.80
C -0.49 0.18 -0.49
C -0.77 0.22 0.96
C -1.00 1.37 1.92
O -0.03 2.36 1.44
C -0.43 3.63 2.03
C -0.78 3.97 3.20
C -0.64 5.10 3.78
C -0.05 6.11 3.37
F 0.16 7.34 3.89
C 0.91 5.98 1.97
C 0.67 4.72 1.56
F 1.45 4.39 0.34
O -1.32 -0.87 1.40
N -0.92 -1.86 0.30
N -0.29 -2.95 -2.15
C -0.34 -4.03 -1.29
C 0.99 -4.61 -1.20
S 1.54 -5.58 -2.55
C 1.48 -4.16 -3.64
C 0.18 -3.48 -3.62
H 0.02 0.79 -0.97
H -0.77 1.06 3.01
H -2.18 1.82 1.77
H -1.62 3.17 3.68
H -1.42 5.41 4.58
H 1.51 6.68 1.57
H -1.12 -4.83 -1.75
H -0.61 -3.75 -0.36
H 1.85 -4.02 -0.76
H 1.15 -5.57 -0.29
H 2.30 -3.26 -3.41
H 1.84 -4.49 -4.49
H -0.64 -4.44 -3.79
H -0.01 -2.80 -4.31
```


(3)
Computed, not measured: a molecular structure, C16H20IrNO in a non-equilibrium geometry, with the ωB97M-V functional and the def2-TZVPD basis.

2S+1 ... 6
Frontier orbital gap (alpha / beta) ... 1.779 / 7.087 eV
Net charge ... -1

```
39
C16H20IrNO the ωB97M-V functional and the def2-TZVPD basis
Ir -0.02 0.06 1.47
C 0.66 -1.63 2.89
C -0.78 -1.56 2.97
C -1.32 -1.86 1.69
H -1.34 -1.30 3.86
C -0.23 -2.19 0.81
C 1.01 -2.05 1.54
H 2.02 -2.21 1.13
H 1.39 -1.43 3.70
H -2.36 -1.87 1.39
H -0.31 -2.54 -0.21
C 1.57 1.12 2.15
C 2.77 0.49 1.70
C 2.91 0.62 0.33
H 3.45 0.05 2.39
C 1.82 1.31 -0.18
C 0.90 1.70 0.85
H 0.20 2.55 0.92
H 1.28 1.54 3.15
H 3.73 0.27 -0.27
H 1.66 1.63 -1.19
O -0.61 0.24 -0.80
C -0.75 0.10 -2.36
C -2.24 0.33 -2.24
C -0.13 -1.24 -2.73
C -0.05 1.28 -3.15
C -2.01 0.78 -0.79
H -2.74 -0.63 -2.20
H -2.70 1.05 -2.85
H -1.95 1.91 -0.74
H -2.73 0.40 -0.04
H -0.55 -1.72 -3.63
H -0.32 -1.87 -1.85
H 0.94 -1.12 -2.90
H -0.43 1.45 -4.20
H 1.05 1.09 -3.26
H -0.23 2.21 -2.56
N -2.22 1.81 2.87
C -1.34 1.19 2.36
```


(4)
Computed, not measured: a molecular structure, C19H32CdCl2N3O4 in a non-equilibrium geometry, with the ωB97M-V functional and the def2-TZVPD basis.

Frontier orbital gap ... 4.979 eV
Net charge ... -1

```
61
C19H32CdCl2N3O4 the ωB97M-V functional and the def2-TZVPD basis
O 0.32 -0.23 -4.00
C -0.42 0.16 -4.88
C -0.20 1.40 -5.70
C 0.92 2.21 -5.44
H 1.62 1.91 -4.65
C 1.13 3.37 -6.18
H 2.00 4.00 -5.97
C 0.22 3.74 -7.18
H 0.38 4.65 -7.76
C -0.90 2.93 -7.45
H -1.60 3.21 -8.24
C -1.10 1.76 -6.71
H -1.96 1.11 -6.91
H -1.34 -0.41 -5.17
C -2.55 1.71 0.78
C -2.11 0.81 1.84
H -3.44 2.29 1.06
H -2.76 1.12 -0.13
H -1.73 2.39 0.53
C -2.61 0.36 2.96
C -3.90 0.83 3.60
H -2.10 -0.42 3.55
H -4.37 1.61 3.00
H -3.70 1.23 4.61
H -4.60 0.00 3.71
Cd -0.02 0.10 1.12
Cl 1.28 2.24 1.22
Cl -0.49 -0.60 -1.21
H 3.90 -0.18 -1.78
H 5.47 0.79 -0.17
C 3.06 -0.02 -1.09
C 4.64 0.98 0.52
N 3.58 0.01 0.26
H 2.31 -0.82 -1.20
C 3.07 -0.72 1.27
O 2.10 -1.49 1.16
H 4.98 0.85 1.55
H 3.59 -0.55 2.24
H 2.58 0.94 -1.34
H 4.27 2.00 0.38
H -1.51 -5.42 2.77
H -0.33 -6.12 0.56
C -1.97 -4.60 2.19
C -0.84 -5.27 0.08
N -1.11 -4.24 1.07
H -2.14 -3.74 2.84
C -0.64 -3.00 0.93
O -0.84 -2.09 1.75
H -0.21 -4.84 -0.70
H -0.07 -2.82 0.00
H -2.93 -4.98 1.82
H -1.78 -5.63 -0.35
C 0.91 0.18 5.79
C 0.46 0.61 4.42
N -0.06 1.86 4.32
O 0.54 -0.16 3.44
H 0.81 1.00 6.50
H 1.95 -0.14 5.74
H 0.31 -0.67 6.13
H -0.07 2.30 3.39
H 0.00 2.48 5.11
```


Number 1: electronic energy -15612.960 eV. Number 2: electronic energy -41161.524 eV. Number 3: electronic energy -23283.115 eV. Number 4: electronic energy -62494.562 eV.